# C4H12

2 unconnected molecules or ions with the total composition C4H12 in a non-equilibrium geometry (the ωB97M-V functional and the def2-TZVPD basis, the Open Molecules 2025 dataset).

Values from the calculation:
**Maximum force**: 1.504 eV/A
**SMILES**: CC.CC
**Frontier orbital gap**: 12.6 eV
**Highest occupied orbital energy**: -0.4232 Ha
**Spin multiplicity**: 1

Each line ends with the natural charge from an NBO analysis.
Cartesian coordinates (Å):
C -0.240 -0.221 1.772  -0.609
C -1.086 -0.211 3.058  -0.611
H 0.014 0.789 1.444  0.201
H 0.726 -0.678 1.989  0.202
H -0.694 -0.727 0.923  0.204
H -0.784 0.663 3.631  0.206
H -0.930 -1.179 3.534  0.204
H -2.166 -0.137 2.928  0.203
C 0.270 0.529 -1.812  -0.604
C 1.001 -0.139 -2.972  -0.610
H 0.480 -0.060 -0.922  0.202
H 0.643 1.544 -1.680  0.202
H -0.810 0.576 -1.943  0.202
H 0.928 0.444 -3.901  0.197
H 0.568 -1.102 -3.233  0.206
H 2.080 -0.090 -2.817  0.206